Entry from OMol25: the molecule C5H7NO (the ωB97M-V functional and the def2-TZVPD basis).

Last column: Löwdin charge in e.
Cartesian coordinates (Å):
C 0.89 -0.67 -1.56  -0.017
H -1.83 0.26 2.07  0.100
O -1.81 -1.07 -0.48  0.062
H 1.75 -1.33 -1.37  0.091
C 1.04 0.75 0.50  -0.112
H 1.23 0.13 -2.22  0.090
H -2.62 -0.59 -0.27  0.113
H 0.12 -1.25 -2.07  0.087
C -0.86 -0.37 0.22  -0.363
H 2.03 1.08 0.24  0.112
C 0.23 1.05 1.56  -0.103
C -0.98 0.31 1.40  -0.051
H 0.44 1.80 2.32  0.093
N 0.36 -0.12 -0.33  -0.102

* HOMO: -7.8 eV
* orbital gap: 8.60 eV
* SMILES: Cn1cccc1O

---

Entry from OMol25: the molecule C5H7NO (the ωB97M-V functional and the def2-TZVPD basis).

Last column: Löwdin charge in e.
Cartesian coordinates (Å):
N -2.06 -0.06 1.30  0.153
H 3.37 1.00 0.00  0.036
C 2.50 0.50 0.36  0.114
H -0.17 -1.50 0.30  0.128
O -0.84 1.70 0.61  0.063
C -0.97 0.50 0.68  -0.501
C 0.29 -0.34 -1.51  -0.044
H -0.06 0.64 -1.86  0.088
C 0.09 -0.46 0.05  -0.260
H -2.66 0.60 1.78  0.109
H -0.19 -1.16 -2.04  0.070
H -2.09 -1.01 1.64  0.096
C 1.43 -0.03 0.48  -0.128
H 1.36 -0.38 -1.77  0.075

* HOMO: -9.8 eV
* orbital gap: 10.60 eV
* SMILES: C#C[C@H](C)C(N)=O

---

Entry from OMol25: a 2-piece molecular cluster, C5H7NO overall (the ωB97M-V functional and the def2-TZVPD basis).

Last column: Löwdin charge in e.
Cartesian coordinates (Å):
N 1.92 -0.77 0.63  0.120
H -1.87 -0.03 -1.03  0.073
C -1.71 0.28 0.01  -0.036
H -2.12 1.29 0.15  0.083
O 0.16 -2.10 -0.16  0.115
C 1.91 0.47 0.96  -0.109
H -0.27 -0.80 -3.06  0.042
C -0.27 0.23 0.36  -0.213
H -2.28 -0.42 0.64  0.093
H 0.09 -1.25 -2.60  0.029
C 0.58 1.15 0.82  0.002
C 0.56 -1.04 0.22  -0.424
H 2.81 0.96 1.32  0.114
H 0.39 2.19 1.07  0.110

* HOMO: -10.1 eV
* orbital gap: 9.09 eV
* SMILES: CC1=CC=NC1=O.[H][H]

---

Entry from OMol25: the molecule C5H7NO (the ωB97M-V functional and the def2-TZVPD basis).

Last column: Löwdin charge in e.
Cartesian coordinates (Å):
H -1.88 -1.67 -1.24  0.127
N 0.17 -2.65 0.73  0.181
O -0.12 -0.64 -1.86  0.008
H 1.55 -0.13 1.26  0.051
C -1.43 -0.68 -1.31  -0.073
H 2.12 1.46 1.00  0.076
C 0.09 -1.59 0.27  -0.156
H 0.49 1.64 -0.73  0.123
H -2.09 0.13 -1.60  0.122
C 1.20 0.89 1.19  -0.088
H 0.82 1.12 2.18  0.078
C -0.26 -0.38 -0.47  -0.429
H -0.78 1.48 0.48  0.115
C 0.13 1.00 0.09  -0.136

* HOMO: -11.1 eV
* orbital gap: 11.97 eV
* SMILES: CC[C@@]1(C#N)CO1

---

Entry from OMol25: C5H7NO as an isolated structure (the ωB97M-V functional and the def2-TZVPD basis).

Last column: Löwdin charge in e.
Cartesian coordinates (Å):
H 1.66 -1.53 0.96  0.141
H -1.10 1.92 0.77  0.083
C 0.51 0.48 -1.56  -0.157
N 0.37 1.01 -2.58  0.206
H -1.96 1.10 -0.55  0.078
H -2.45 0.82 1.13  0.078
C -1.59 0.98 0.47  -0.096
C -0.62 -0.18 0.58  -0.206
C 1.71 -1.07 -0.05  -0.485
H -1.13 -1.12 0.27  0.147
H -0.30 -0.37 1.61  0.122
H 2.21 0.11 0.43  0.283
C 0.64 -0.11 -0.25  -0.171
O 2.26 -1.65 -0.99  -0.022

* HOMO (spin up / spin down): -9.6 / -9.6 eV
* orbital gap (spin up / spin down): 7.92 / 7.92 eV

---

Entry from OMol25: a 2-piece molecular cluster, C5H7NO overall (the ωB97M-V functional and the def2-TZVPD basis).

Last column: Löwdin charge in e.
Cartesian coordinates (Å):
C 1.18 -1.07 -0.18  -0.359
H -1.49 2.55 -0.92  0.045
H -1.13 -0.56 -2.09  0.114
H -1.23 2.91 -1.52  0.062
H -0.70 -1.49 0.87  0.149
N 1.93 -2.07 -0.10  0.167
H 2.91 -1.78 -0.13  0.067
C 0.59 1.06 -0.49  -0.111
C -0.30 -0.97 0.00  -0.152
C -1.35 -0.51 -1.02  -0.024
O 1.67 0.25 -0.30  0.035
H -2.37 -0.76 -0.76  0.102
H 0.83 2.04 -0.88  0.105
C -0.59 0.47 -0.21  -0.200

* HOMO: -8.8 eV
* orbital gap: 9.27 eV
* SMILES: [H]/N=C1\OC=C2C[C@H]21.[H][H]

---

Entry from OMol25: the molecule C5H7NO (the ωB97M-V functional and the def2-TZVPD basis).

Last column: Löwdin charge in e.
Cartesian coordinates (Å):
C 0.79 -0.50 0.26  -0.379
H -2.01 -1.68 -1.20  0.096
H -1.48 0.07 -1.49  0.108
C 0.89 0.93 -0.12  -0.122
H -0.63 1.70 1.11  0.067
C 0.18 1.91 0.43  0.044
O -1.71 -0.45 0.52  -0.066
C -0.52 -1.15 0.39  -0.183
H -0.50 -2.14 0.83  0.141
H 1.68 1.16 -0.82  0.105
H 0.38 2.94 0.19  0.061
N 1.80 -1.26 0.42  0.141
C -1.57 -0.77 -0.81  -0.063
H 2.69 -0.77 0.28  0.053

* HOMO: -9.6 eV
* orbital gap: 10.53 eV
* SMILES: [H]/N=C(\C=C)[C@@H]1CO1

---

Entry from OMol25: the molecule C5H7NO (the ωB97M-V functional and the def2-TZVPD basis).

Last column: Löwdin charge in e.
Cartesian coordinates (Å):
C -1.89 0.64 -0.32  -0.060
N 1.78 0.36 0.30  0.089
H 0.63 2.17 0.01  0.124
C 1.55 -1.00 0.29  -0.464
H -2.44 0.74 0.62  0.079
H -0.12 -1.74 -0.86  0.135
H -0.41 -1.70 0.88  0.136
C -0.45 0.27 -0.09  -0.289
C 0.59 1.08 0.05  -0.064
H -2.40 -0.13 -0.91  0.076
C 0.04 -1.15 0.05  -0.044
O 2.38 -1.87 0.44  0.056
H 2.70 0.75 0.42  0.149
H -1.97 1.58 -0.86  0.077

* HOMO: -8.4 eV
* orbital gap: 9.21 eV
* SMILES: CC1=CNC(=O)C1

---

Entry from OMol25: the molecule C5H7NO (the ωB97M-V functional and the def2-TZVPD basis).

Last column: Löwdin charge in e.
Cartesian coordinates (Å):
H -0.90 -0.75 1.24  0.109
C 0.16 -0.45 1.13  -0.258
N 0.30 0.99 1.01  -0.026
H -1.76 1.17 0.79  0.084
O -1.32 1.02 -2.09  0.148
C -0.77 1.64 0.82  -0.072
C 0.79 -1.16 -0.08  -0.193
H 0.47 -2.20 -0.07  0.108
H -0.73 2.71 0.64  0.078
H 1.88 -1.17 0.04  0.108
C 0.50 -0.54 -1.44  -0.099
H 1.17 -0.75 -2.26  0.113
H 0.69 -0.78 2.03  0.112
C -0.47 0.28 -1.76  -0.213

* HOMO: -8.8 eV
* orbital gap: 9.66 eV
* SMILES: C=NCCC=C=O

---

Entry from OMol25: the molecule C5H7NO (the ωB97M-V functional and the def2-TZVPD basis).

Last column: Löwdin charge in e.
Cartesian coordinates (Å):
H 1.77 0.51 -1.32  0.109
H -2.22 -0.38 -0.35  0.071
H -0.79 -1.00 -1.16  0.088
H -0.07 2.56 -0.52  0.103
H -1.24 2.07 0.58  0.112
C -0.42 -0.27 1.03  -0.199
C 1.66 -0.81 0.42  -0.121
H 2.56 -1.42 0.46  0.132
N -0.63 1.80 -0.17  0.142
C 1.34 0.25 -0.37  -0.022
O 0.71 -1.13 1.28  -0.031
C 0.10 0.70 0.16  -0.394
C -1.29 -0.93 -0.16  -0.053
H -1.49 -1.95 0.13  0.063

* HOMO: -7.8 eV
* orbital gap: 8.70 eV
* SMILES: Cc1occc1N

---

Entry from OMol25: the molecule C5H7NO (the ωB97M-V functional and the def2-TZVPD basis).

Last column: Löwdin charge in e.
Cartesian coordinates (Å):
H -1.61 -0.44 1.77  0.106
H -0.08 -1.83 0.38  0.111
C -0.79 0.72 -1.30  -0.060
H -0.82 1.79 -1.54  0.117
H -0.28 0.66 2.13  0.109
N -0.50 0.68 0.14  -0.122
O 1.29 -0.09 -2.52  0.114
C 0.44 -1.05 0.94  -0.082
H 1.17 -1.44 1.66  0.105
C 0.82 0.09 -0.03  -0.210
H -1.64 0.23 -1.78  0.116
C -0.66 -0.06 1.40  -0.154
C 0.62 0.13 -1.55  -0.296
H 1.60 0.76 0.35  0.144

* HOMO: -8.4 eV
* orbital gap: 9.20 eV
* SMILES: O=C1CN2CC[C@@H]12

---

Entry from OMol25: the molecule C5H7NO (the ωB97M-V functional and the def2-TZVPD basis).

Last column: Löwdin charge in e.
Cartesian coordinates (Å):
H 1.78 -0.56 1.12  0.141
H 1.31 -1.85 -1.08  0.107
N -0.85 1.82 -1.53  0.158
H -0.15 0.30 2.39  0.126
H -1.72 2.34 -1.46  0.054
C 0.67 0.22 -0.65  -0.172
O -1.26 0.70 0.55  -0.011
C -0.58 1.01 -0.60  -0.429
H -1.10 -1.00 1.65  0.122
C -0.44 -0.16 1.43  -0.102
C 0.81 -0.52 0.64  -0.211
H 1.50 0.68 -1.16  0.145
C 0.52 -1.28 -0.61  -0.050
H -0.48 -1.70 -0.69  0.121

* HOMO: -9.7 eV
* orbital gap: 10.75 eV
* SMILES: [H]/N=C1\OC[C@H]2C[C@@H]12

---

Entry from OMol25: the molecule C5H7NO (the ωB97M-V functional and the def2-TZVPD basis).

Last column: Löwdin charge in e.
Cartesian coordinates (Å):
H -2.13 -0.32 -0.83  0.115
C -0.46 0.97 -0.36  -0.314
H 2.61 -1.70 0.07  0.077
C -0.50 -1.44 0.03  -0.109
H -0.74 -0.50 -1.91  0.123
C 0.75 -1.85 -0.11  -0.192
H -1.06 -1.76 0.90  0.104
C -1.03 -0.34 -0.86  -0.153
C 0.15 1.99 -1.22  -0.112
O 0.95 1.07 -0.50  -0.052
H -0.83 1.29 0.62  0.144
N 1.87 -2.28 -0.34  0.146
H 0.22 3.02 -0.87  0.109
H 0.15 1.87 -2.30  0.114

* HOMO: -8.8 eV
* orbital gap: 9.81 eV
* SMILES: N=C=CC[C@@H]1CO1

---

Entry from OMol25: the molecule C5H7NO (the ωB97M-V functional and the def2-TZVPD basis).

Last column: Löwdin charge in e.
Cartesian coordinates (Å):
H 2.84 -1.49 0.39  0.121
H -2.44 -1.42 -0.17  0.094
H -2.72 0.57 -1.41  0.106
N -2.39 -0.60 0.43  0.021
H 3.32 -0.31 -0.84  0.113
C -2.49 0.63 -0.35  -0.145
O 2.68 0.41 1.01  -0.061
H -0.81 0.70 1.04  0.140
C 1.20 -0.55 -0.54  0.004
H -2.96 1.45 0.18  0.100
C -1.18 0.17 0.17  -0.338
C 2.59 -0.53 -0.05  -0.271
C 0.01 -0.31 -0.51  0.024
H 2.38 1.26 0.66  0.092

* HOMO: -9.2 eV
* orbital gap: 9.97 eV
* SMILES: OCC#C[C@H]1CN1

---

Entry from OMol25: the molecule C5H7NO (the ωB97M-V functional and the def2-TZVPD basis).

Last column: Löwdin charge in e.
Cartesian coordinates (Å):
C -0.91 -0.44 -0.33  -0.161
H -0.55 -0.50 -1.37  0.123
C 0.14 -0.95 0.65  -0.179
C -1.09 1.01 0.07  -0.185
C -0.30 1.99 -0.38  0.014
H -0.35 2.99 0.02  0.059
H 0.46 1.80 -1.13  0.066
C 1.53 -0.66 0.29  -0.465
H -1.80 1.21 0.87  0.100
H -1.85 -1.00 -0.27  0.108
H -0.20 -0.99 1.68  0.139
O 2.36 0.12 -0.11  0.100
H 1.31 -2.63 -0.38  0.125
N 1.23 -1.97 0.39  0.157

* HOMO: -9.6 eV
* orbital gap: 10.62 eV
* SMILES: C=CC[C@H]1NC1=O

---

Entry from OMol25: C5H7NO as an isolated structure (the ωB97M-V functional and the def2-TZVPD basis).

Last column: Löwdin charge in e.
Cartesian coordinates (Å):
N 1.47 -0.45 0.25  0.063
C 0.27 -0.36 -0.07  -0.309
H 2.49 1.46 0.48  0.071
H -0.94 1.46 -1.03  0.129
H 3.02 0.08 1.50  0.077
H -2.06 -0.31 1.33  0.114
H -2.07 -1.15 -1.66  0.149
O -0.48 -1.53 -0.27  0.018
C -0.92 0.53 -0.46  -0.072
C -1.58 -0.78 -0.77  -0.260
H -3.09 0.56 0.08  0.110
C 2.62 0.36 0.51  -0.124
H 3.41 0.09 -0.20  0.078
C -2.16 0.04 0.31  -0.044

* HOMO: -9.2 eV
* orbital gap: 10.21 eV

---

Entry from OMol25: C5H7NO as an isolated structure (the ωB97M-V functional and the def2-TZVPD basis).

Last column: Löwdin charge in e.
Cartesian coordinates (Å):
H -2.12 1.29 0.16  0.081
N 0.30 0.78 -2.20  0.260
C 2.00 -0.28 0.26  -0.138
H -0.58 -0.01 1.71  0.131
H -2.82 -0.34 0.45  0.074
H -0.75 -1.41 0.70  0.125
C -0.70 -0.31 0.65  -0.208
C 0.97 0.74 -1.15  -0.424
O 2.39 0.49 -0.87  -0.028
H 2.27 -1.33 0.10  0.135
C 0.57 0.08 0.04  -0.109
C -1.98 0.21 0.01  -0.095
H 2.41 0.06 1.22  0.130
H -1.97 0.04 -1.07  0.067

* HOMO (spin up / spin down): -8.3 / -9.7 eV
* orbital gap (spin up / spin down): 7.22 / 8.88 eV

---

Entry from OMol25: C5H7NO as an isolated structure (the ωB97M-V functional and the def2-TZVPD basis).

Last column: Löwdin charge in e.
Cartesian coordinates (Å):
H -1.30 0.44 1.42  0.054
O -0.30 -1.76 -1.53  0.043
C 0.11 -0.84 -0.85  -0.570
H -0.75 1.04 -1.74  0.142
H 1.49 -1.77 0.42  0.150
C -1.51 -0.18 0.55  0.061
C 0.77 1.32 -0.14  -0.091
H 0.90 2.40 -0.06  0.099
H -1.43 -1.25 0.88  0.080
H 2.29 0.52 1.23  0.115
C -0.32 0.58 -0.82  -0.087
C 1.51 0.39 0.49  -0.120
H -2.48 -0.06 0.10  0.045
N 1.08 -0.90 0.16  0.079

* HOMO: -8.4 eV
* orbital gap: 9.32 eV

---

Entry from OMol25: the molecule C5H7NO (the ωB97M-V functional and the def2-TZVPD basis).

Last column: Löwdin charge in e.
Cartesian coordinates (Å):
O -0.69 -2.28 -1.05  -0.002
H 2.52 -0.56 1.09  0.078
H -2.57 0.23 -0.65  0.083
C 0.99 0.42 -0.05  -0.214
C 0.33 -0.41 -1.10  -0.164
H -2.00 1.23 0.73  0.086
C -1.81 0.95 -0.31  -0.024
H 0.93 -1.29 1.28  0.078
H 1.59 1.30 -0.30  0.113
N 0.29 -1.76 -1.54  0.015
H 1.32 0.23 2.12  0.071
C 1.46 -0.33 1.19  -0.067
C -0.45 0.42 -0.48  -0.143
H -1.90 1.85 -0.93  0.089

* HOMO (spin up / spin down): -9.2 / -9.2 eV
* orbital gap (spin up / spin down): 8.71 / 8.71 eV
* SMILES: CC1=C(N=O)[C@@H]1C

---

Entry from OMol25: the molecule C5H7NO (the ωB97M-V functional and the def2-TZVPD basis).

Last column: Löwdin charge in e.
Cartesian coordinates (Å):
C -0.95 0.60 0.51  -0.448
C 0.23 -1.02 -0.75  -0.056
H -0.03 1.09 -1.26  0.161
O -1.29 1.57 1.14  0.082
H -2.65 -0.55 0.44  0.146
H 1.41 2.07 0.37  0.082
N -1.64 -0.61 0.45  0.089
C -0.89 -1.56 -0.26  -0.104
H 1.70 0.52 1.19  0.090
C 0.25 0.45 -0.41  -0.286
C 1.53 0.99 0.22  -0.054
H 2.40 0.81 -0.42  0.079
H 1.04 -1.57 -1.22  0.105
H -1.17 -2.61 -0.24  0.114

* HOMO: -8.8 eV
* orbital gap: 9.70 eV
* SMILES: C[C@H]1C=CNC1=O

---

For each record above, in turn, the calculated energy above the lowest of the compared OMol25 structures with the same formula, charge and spin values are 17.40, 49.66, 46.64, 48.92, 96.69, 103.47, 70.48, 0.76, 46.41, 74.13, 78.60, 30.41, 64.00, 91.14, 56.37, 69.29, 113.09, 48.28, 126.14, 6.56 kcal/mol.